ORCA calculation (the ωB97M-V functional and the def2-TZVPD basis) on a single C3H6N2 molecule.

```
11
Properties=species:S:1:pos:R:3
N 1.5568 0.8127 -0.0063
N 0.6109 0.1639 0.7636
C -1.7560 0.7574 -0.0488
C 0.1739 -1.1931 0.3120
C -0.6921 0.0188 0.3014
H 1.3203 0.9285 -0.9649
H 1.6354 1.7166 0.5304
H 0.5925 -1.4451 -0.6291
H -0.0733 -2.0022 1.1271
H -1.7341 1.8875 0.2008
H -2.5992 0.2217 -0.4860
```

Kohn-Sham gap: 10.1 eV
structure (SMILES): C=C1CN1N
E: -227.28609 Ha
LUMO: 1.075 eV

Atomic partial charges in e from the Mulliken method, atoms 1 to 8: atom 1 (N): -0.49, atom 2 (N): -0.20, atom 3 (C): -0.71, atom 4 (C): -0.19, atom 5 (C): 0.16, atom 6 (H): 0.23, atom 7 (H): 0.27, atom 8 (H): 0.27



ORCA calculation (the ωB97M-V functional and the def2-TZVPD basis) on C5H12FFeO2 as an isolated structure.

```
21
Properties=species:S:1:pos:R:3
Fe -1.2315 2.5640 1.7793
F -1.5592 0.8437 -1.9981
O 2.0963 0.1379 0.1403
O -0.2693 -0.4536 0.4251
C -2.2309 0.2954 -0.9092
C -1.4964 -0.8413 -0.2662
C -0.0830 -1.1335 1.6998
C 1.0561 -0.4330 -0.4831
C 2.6053 1.3160 -0.4775
H -0.8736 -0.7545 2.3530
H -2.1417 -1.2669 0.5096
H -0.0990 -2.2162 1.5317
H -1.2367 -1.6223 -0.9937
H 3.4999 1.6056 0.0814
H 1.8566 2.1218 -0.4523
H -3.2162 -0.0584 -1.2355
H 0.8946 -0.8489 2.0944
H 1.2572 -1.5029 -0.6194
H 2.8718 1.1149 -1.5253
H -2.4381 1.1216 -0.2205
H 0.7379 0.0107 -1.4338
```

Kohn-Sham gap (alpha / beta): 7.5 / 6.1 eV
multiplicity: 5
net charge: +1
E: -1711.27936 Ha
LUMO (alpha / beta): -2.603 / -3.916 eV

Atomic partial charges in e from the Mulliken method, atoms 1 to 8: atom 1 (Fe): 0.12, atom 2 (F): -0.29, atom 3 (O): -0.29, atom 4 (O): 0.00, atom 5 (C): -0.18, atom 6 (C): -0.42, atom 7 (C): -0.82, atom 8 (C): -0.34



ORCA calculation (the ωB97M-V functional and the def2-TZVPD basis) on a 2-piece molecular cluster, CH5NOP2 overall.

```
10
Properties=species:S:1:pos:R:3
P 1.4278 1.5826 0.5127
P 0.8037 -1.3374 -0.9485
O -0.2264 -0.9978 0.3489
N 1.6387 1.5240 -1.0148
C -1.5393 -0.6453 0.0620
H 1.8287 -1.2501 0.0073
H 2.0407 2.9963 0.7299
H -1.8135 0.3717 0.0359
H -1.9736 -1.3145 -0.6936
H -2.1867 -0.9295 0.9603
```

Kohn-Sham gap (alpha / beta): 6.8 / 8.7 eV
E: -853.63208 Ha
LUMO (alpha / beta): -1.071 / -0.608 eV

Atomic partial charges in e from the Mulliken method, atoms 1 to 8: atom 1 (P): 0.13, atom 2 (P): 0.10, atom 3 (O): -0.23, atom 4 (N): -0.29, atom 5 (C): -0.65, atom 6 (H): 0.02, atom 7 (H): 0.09, atom 8 (H): 0.29



Relative energy (zero: lowest compared OMol25 entry of this formula, charge and spin) readings, ordered: 87.1; 0.0; 91.0 kcal/mol
Largest force on an atom readings, ordered: 3.24; 1.36; 4.31 eV Å⁻¹